Record 1
{"formula": "C7H9Cl2N", "method": "ωB97M-V/def2-TZVPD", "smiles": "CC1=C(Cl)[C@@](N)(Cl)CC=C1", "homo_energy_ev": -8.5, "energy_ev": -33939.61121, "homo_lumo_gap_ha": 0.3401, "relative_energy_kj_mol": 0.0, "elements": ["Cl", "Cl", "N", "C", "C", "C", "C", "C", "C", "C", "H", "H", "H", "H", "H", "H", "H", "H", "H"], "positions_angstrom": [[-2.14, 1.98, 0.25], [-2.69, -1.01, -1.11], [-2.10, -0.74, 1.54], [0.27, 1.04, -0.48], [-1.47, -0.72, 0.30], [0.76, 2.42, -0.80], [-0.95, 0.79, -0.02], [0.93, -1.31, -0.32], [-0.38, -1.79, 0.19], [1.22, -0.05, -0.63], [1.36, 2.41, -1.71], [2.20, 0.21, -1.00], [-2.53, -1.63, 1.75], [-2.77, 0.01, 1.66], [1.68, -2.09, -0.44], [-0.73, -2.59, -0.45], [-0.24, -2.22, 1.19], [-0.07, 3.11, -0.94], [1.38, 2.79, 0.02]]}

Record 2
{"formula": "C6H15N2", "method": "ωB97M-V/def2-TZVPD", "smiles": "C=CC[C@](C)(N)C[NH3+]", "charge": 1, "homo_energy_ev": -13.4, "energy_ev": -9437.03597, "homo_lumo_gap_ha": 0.3618, "relative_energy_kj_mol": 283.3, "elements": ["N", "N", "C", "C", "C", "C", "C", "C", "H", "H", "H", "H", "H", "H", "H", "H", "H", "H", "H", "H", "H", "H", "H"], "positions_angstrom": [[-1.31, 1.33, -1.11], [0.55, -0.18, 1.78], [-0.84, 0.16, -0.37], [0.38, -0.44, -1.11], [2.68, -0.34, -0.47], [-0.39, 0.74, 1.00], [-1.90, -0.91, -0.21], [1.63, 0.36, -0.90], [3.64, 0.18, -0.36], [0.08, -0.33, -2.20], [-0.03, -1.13, 1.80], [0.58, -1.45, -0.62], [-1.33, 0.95, 1.74], [-2.78, -0.53, 0.42], [0.83, 0.26, 2.66], [-2.02, 0.94, -1.71], [-2.16, -1.36, -1.16], [-1.62, 2.01, -0.57], [1.42, -0.26, 1.33], [0.11, 1.73, 0.86], [1.46, 1.43, -0.80], [-1.65, -1.75, 0.42], [2.65, -1.42, -0.43]]}

Record 3
{"formula": "C34H31Cl3N6OSV", "method": "ωB97M-V/def2-TZVPD", "charge": 3, "homo_energy_ev": [-14.7, -14.7], "energy_ev": -120816.68655, "spin_multiplicity": 3, "homo_lumo_gap_ha": [0.1725, 0.1979], "relative_energy_kj_mol": 41.7, "elements": ["V", "Cl", "Cl", "Cl", "S", "O", "N", "N", "N", "N", "N", "N", "C", "C", "C", "C", "C", "C", "C", "C", "C", "C", "C", "C", "C", "C", "C", "C", "C", "C", "C", "C", "C", "C", "C", "C", "C", "C", "C", "C", "C", "C", "C", "C", "C", "C", "H", "H", "H", "H", "H", "H", "H", "H", "H", "H", "H", "H", "H", "H", "H", "H", "H", "H", "H", "H", "H", "H", "H", "H", "H", "H", "H", "H", "H", "H", "H"], "positions_angstrom": [[1.76, 0.46, -1.60], [-1.11, -2.30, 3.49], [-1.53, 0.36, 7.07], [-5.46, 0.54, 3.45], [-3.84, -3.47, 3.57], [-3.09, 0.24, 0.43], [0.56, 1.76, -0.69], [0.33, 0.28, -3.07], [3.44, 0.63, -2.58], [2.66, 0.06, 0.28], [-1.29, 2.44, 0.28], [1.76, -1.54, -1.77], [-1.52, 1.16, 3.19], [-5.01, -3.12, 2.37], [-1.35, 1.04, -4.59], [-1.42, -1.20, -3.74], [-0.74, 1.48, -0.45], [2.87, 0.58, 2.60], [2.93, 0.93, 1.27], [-3.37, 0.48, 5.11], [4.34, 1.64, -2.67], [2.47, -0.71, 2.93], [-1.97, -0.20, -4.53], [2.68, -1.69, -2.98], [-0.35, 3.42, 0.50], [-4.53, -2.25, 1.44], [-3.76, 0.68, 3.80], [-2.70, 2.54, 0.75], [-2.03, 0.62, 5.44], [0.80, 3.00, -0.07], [3.76, -0.61, -3.05], [2.21, -1.63, 1.92], [4.98, -0.85, -3.63], [-0.28, -0.93, -3.02], [-0.21, 1.25, -3.85], [-3.18, -1.85, 1.71], [5.56, 1.46, -3.26], [-2.70, -2.45, 2.82], [2.32, -2.19, -0.53], [-1.10, 0.98, 4.49], [5.89, 0.20, -3.74], [-3.29, 1.28, 1.38], [-2.85, 1.02, 2.80], [-2.40, -0.94, 0.82], [2.35, -1.22, 0.62], [0.35, -1.95, -2.10], [5.22, -1.84, -4.00], [4.04, 2.60, -2.28], [-1.74, 1.84, -5.21], [3.11, 1.31, 3.36], [-5.12, -1.89, 0.61], [-0.57, 4.31, 1.07], [3.13, -2.67, -2.98], [1.76, -3.09, -0.28], [1.75, 3.50, -0.10], [-0.21, -2.02, -1.17], [-1.88, -2.18, -3.69], [6.25, 2.29, -3.33], [0.33, -2.94, -2.56], [0.30, 2.20, -3.86], [-1.42, -0.72, 1.27], [1.95, -2.65, 2.15], [2.07, -1.61, -3.88], [-3.30, 2.87, -0.09], [-1.30, 0.62, -0.80], [2.38, -1.01, 3.97], [-4.36, 1.49, 1.36], [-2.24, -1.44, -0.14], [-0.06, 1.10, 4.77], [-5.99, -3.57, 2.42], [-4.10, 0.22, 5.87], [3.21, 1.93, 0.98], [3.35, -2.48, -0.73], [-0.77, 1.43, 2.45], [6.85, 0.02, -4.20], [-2.86, -0.39, -5.11], [-2.69, 3.32, 1.50]]}

Record 4
{"formula": "C3H12N4", "method": "ωB97M-V/def2-TZVPD", "charge": 2, "homo_energy_ev": -16.4, "energy_ev": -9246.19015, "homo_lumo_gap_ha": 0.3408, "relative_energy_kj_mol": 370.1, "elements": ["N", "N", "N", "N", "C", "C", "C", "H", "H", "H", "H", "H", "H", "H", "H", "H", "H", "H", "H"], "positions_angstrom": [[3.04, 0.29, 0.70], [4.06, -0.07, -0.26], [-3.08, -0.94, -0.35], [-2.08, -1.21, 0.57], [-1.09, -0.37, 0.53], [-1.51, 0.91, -0.17], [-2.88, 0.47, -0.79], [3.08, -0.41, 1.45], [-3.66, 0.98, -0.26], [-2.10, -2.14, 0.92], [3.09, 1.36, 0.86], [5.01, -0.24, 0.20], [-3.13, 0.55, -1.99], [-4.01, -1.23, -0.35], [-0.81, 1.22, -0.91], [3.90, 0.62, -0.99], [-1.59, 1.67, 0.51], [-0.16, -0.43, 1.04], [3.92, -1.02, -0.72]]}

Q: Which formula does entry 2 have?
A: C6H15N2

Please write out number 1 again, unchanged.
{"formula": "C7H9Cl2N", "method": "ωB97M-V/def2-TZVPD", "smiles": "CC1=C(Cl)[C@@](N)(Cl)CC=C1", "homo_energy_ev": -8.5, "energy_ev": -33939.61121, "homo_lumo_gap_ha": 0.3401, "relative_energy_kj_mol": 0.0, "elements": ["Cl", "Cl", "N", "C", "C", "C", "C", "C", "C", "C", "H", "H", "H", "H", "H", "H", "H", "H", "H"], "positions_angstrom": [[-2.14, 1.98, 0.25], [-2.69, -1.01, -1.11], [-2.10, -0.74, 1.54], [0.27, 1.04, -0.48], [-1.47, -0.72, 0.30], [0.76, 2.42, -0.80], [-0.95, 0.79, -0.02], [0.93, -1.31, -0.32], [-0.38, -1.79, 0.19], [1.22, -0.05, -0.63], [1.36, 2.41, -1.71], [2.20, 0.21, -1.00], [-2.53, -1.63, 1.75], [-2.77, 0.01, 1.66], [1.68, -2.09, -0.44], [-0.73, -2.59, -0.45], [-0.24, -2.22, 1.19], [-0.07, 3.11, -0.94], [1.38, 2.79, 0.02]]}

Copy entry 1 word for word.
{"formula": "C7H9Cl2N", "method": "ωB97M-V/def2-TZVPD", "smiles": "CC1=C(Cl)[C@@](N)(Cl)CC=C1", "homo_energy_ev": -8.5, "energy_ev": -33939.61121, "homo_lumo_gap_ha": 0.3401, "relative_energy_kj_mol": 0.0, "elements": ["Cl", "Cl", "N", "C", "C", "C", "C", "C", "C", "C", "H", "H", "H", "H", "H", "H", "H", "H", "H"], "positions_angstrom": [[-2.14, 1.98, 0.25], [-2.69, -1.01, -1.11], [-2.10, -0.74, 1.54], [0.27, 1.04, -0.48], [-1.47, -0.72, 0.30], [0.76, 2.42, -0.80], [-0.95, 0.79, -0.02], [0.93, -1.31, -0.32], [-0.38, -1.79, 0.19], [1.22, -0.05, -0.63], [1.36, 2.41, -1.71], [2.20, 0.21, -1.00], [-2.53, -1.63, 1.75], [-2.77, 0.01, 1.66], [1.68, -2.09, -0.44], [-0.73, -2.59, -0.45], [-0.24, -2.22, 1.19], [-0.07, 3.11, -0.94], [1.38, 2.79, 0.02]]}

Copy entry 3 word for word.
{"formula": "C34H31Cl3N6OSV", "method": "ωB97M-V/def2-TZVPD", "charge": 3, "homo_energy_ev": [-14.7, -14.7], "energy_ev": -120816.68655, "spin_multiplicity": 3, "homo_lumo_gap_ha": [0.1725, 0.1979], "relative_energy_kj_mol": 41.7, "elements": ["V", "Cl", "Cl", "Cl", "S", "O", "N", "N", "N", "N", "N", "N", "C", "C", "C", "C", "C", "C", "C", "C", "C", "C", "C", "C", "C", "C", "C", "C", "C", "C", "C", "C", "C", "C", "C", "C", "C", "C", "C", "C", "C", "C", "C", "C", "C", "C", "H", "H", "H", "H", "H", "H", "H", "H", "H", "H", "H", "H", "H", "H", "H", "H", "H", "H", "H", "H", "H", "H", "H", "H", "H", "H", "H", "H", "H", "H", "H"], "positions_angstrom": [[1.76, 0.46, -1.60], [-1.11, -2.30, 3.49], [-1.53, 0.36, 7.07], [-5.46, 0.54, 3.45], [-3.84, -3.47, 3.57], [-3.09, 0.24, 0.43], [0.56, 1.76, -0.69], [0.33, 0.28, -3.07], [3.44, 0.63, -2.58], [2.66, 0.06, 0.28], [-1.29, 2.44, 0.28], [1.76, -1.54, -1.77], [-1.52, 1.16, 3.19], [-5.01, -3.12, 2.37], [-1.35, 1.04, -4.59], [-1.42, -1.20, -3.74], [-0.74, 1.48, -0.45], [2.87, 0.58, 2.60], [2.93, 0.93, 1.27], [-3.37, 0.48, 5.11], [4.34, 1.64, -2.67], [2.47, -0.71, 2.93], [-1.97, -0.20, -4.53], [2.68, -1.69, -2.98], [-0.35, 3.42, 0.50], [-4.53, -2.25, 1.44], [-3.76, 0.68, 3.80], [-2.70, 2.54, 0.75], [-2.03, 0.62, 5.44], [0.80, 3.00, -0.07], [3.76, -0.61, -3.05], [2.21, -1.63, 1.92], [4.98, -0.85, -3.63], [-0.28, -0.93, -3.02], [-0.21, 1.25, -3.85], [-3.18, -1.85, 1.71], [5.56, 1.46, -3.26], [-2.70, -2.45, 2.82], [2.32, -2.19, -0.53], [-1.10, 0.98, 4.49], [5.89, 0.20, -3.74], [-3.29, 1.28, 1.38], [-2.85, 1.02, 2.80], [-2.40, -0.94, 0.82], [2.35, -1.22, 0.62], [0.35, -1.95, -2.10], [5.22, -1.84, -4.00], [4.04, 2.60, -2.28], [-1.74, 1.84, -5.21], [3.11, 1.31, 3.36], [-5.12, -1.89, 0.61], [-0.57, 4.31, 1.07], [3.13, -2.67, -2.98], [1.76, -3.09, -0.28], [1.75, 3.50, -0.10], [-0.21, -2.02, -1.17], [-1.88, -2.18, -3.69], [6.25, 2.29, -3.33], [0.33, -2.94, -2.56], [0.30, 2.20, -3.86], [-1.42, -0.72, 1.27], [1.95, -2.65, 2.15], [2.07, -1.61, -3.88], [-3.30, 2.87, -0.09], [-1.30, 0.62, -0.80], [2.38, -1.01, 3.97], [-4.36, 1.49, 1.36], [-2.24, -1.44, -0.14], [-0.06, 1.10, 4.77], [-5.99, -3.57, 2.42], [-4.10, 0.22, 5.87], [3.21, 1.93, 0.98], [3.35, -2.48, -0.73], [-0.77, 1.43, 2.45], [6.85, 0.02, -4.20], [-2.86, -0.39, -5.11], [-2.69, 3.32, 1.50]]}